Record 1
{"formula": "C44H45N7O6PbS", "method": "wB97M-V/def2-TZVPD", "fmax_ev_per_a": 0.28, "lumo_energy_ev": 0.48, "gap_ha": 0.277, "species": ["C", "H", "H", "C", "C", "H", "H", "H", "H", "C", "H", "H", "C", "C", "H", "C", "C", "O", "N", "C", "H", "N", "N", "C", "O", "H", "C", "Pb", "H", "H", "H", "H", "H", "C", "C", "H", "C", "H", "O", "C", "C", "C", "C", "H", "H", "H", "C", "H", "N", "H", "C", "C", "H", "C", "C", "C", "H", "C", "C", "O", "H", "C", "H", "H", "H", "C", "H", "C", "H", "C", "H", "C", "C", "H", "C", "H", "C", "H", "C", "C", "H", "N", "H", "N", "C", "O", "H", "H", "C", "C", "H", "H", "O", "C", "S", "H", "C", "H", "N", "C", "C", "H", "H", "C"], "positions_angstrom": [[-3.612, 1.482, 2.013], [0.204, 5.779, -1.469], [0.151, 5.114, 2.035], [-1.361, -1.635, 3.527], [1.228, -3.532, -8.545], [2.527, 1.239, 5.508], [2.027, -1.052, -4.676], [0.403, 2.423, 5.761], [3.259, 2.619, 4.696], [1.277, 4.243, -4.285], [-2.680, -2.221, 5.101], [-1.303, 4.489, 2.846], [4.398, -1.108, -2.685], [3.937, -2.131, -1.879], [-6.319, 2.124, 3.954], [0.806, -2.929, -7.236], [2.713, -2.940, 0.152], [2.466, -4.115, 2.686], [1.826, 1.546, 3.591], [-2.623, 1.643, 2.981], [-0.180, -4.469, 0.004], [0.452, 3.406, 3.221], [-2.550, -0.178, 0.523], [-1.018, -3.580, 4.852], [0.410, -1.531, -2.272], [-1.918, -2.611, -5.220], [-1.179, -4.057, 0.045], [0.081, -0.917, 0.490], [-2.556, 1.875, 0.203], [-1.586, 1.517, 2.693], [-4.552, 2.391, 5.663], [0.708, -4.470, -8.735], [-5.719, 1.540, 1.634], [-0.123, 1.264, -2.396], [-3.231, 1.109, 0.600], [2.300, -3.721, -8.569], [-5.279, 1.990, 3.686], [-1.205, -3.662, -7.351], [-0.191, 0.431, -3.577], [-2.399, -4.728, -0.043], [1.283, 3.000, 5.468], [-0.906, -2.498, -5.583], [2.313, 2.082, 4.848], [1.083, 2.145, -4.698], [-4.128, 1.115, -0.030], [4.138, -3.174, -2.082], [-2.728, -2.529, 0.186], [-2.176, 2.080, 5.029], [-1.371, -2.734, 0.183], [2.229, 0.148, 2.077], [2.557, 0.399, 3.080], [1.684, -3.295, 2.239], [-1.315, -4.251, 5.648], [0.400, 4.986, -2.178], [0.887, 4.045, 4.448], [1.321, -1.611, -5.276], [3.116, 1.439, -0.877], [-0.498, -3.078, -6.774], [3.193, -1.807, -0.750], [0.560, 1.709, 1.717], [-0.620, 3.622, 1.460], [1.708, -2.189, -6.471], [-2.534, -5.792, -0.159], [-4.365, -1.131, 0.206], [4.442, 1.039, -2.940], [0.259, 2.660, -2.789], [-4.462, -3.886, -0.002], [-3.393, -3.747, 0.039], [3.627, 0.627, 3.037], [4.103, 0.205, -2.339], [0.059, 4.655, 4.817], [0.457, -2.969, 3.079], [3.363, 0.429, -1.191], [0.752, -4.695, 4.279], [-4.289, 2.140, 4.644], [4.980, -1.327, -3.571], [0.937, 2.201, 2.786], [1.688, 3.475, 6.362], [0.012, -1.769, -4.846], [-0.377, 4.205, 2.341], [-0.475, 3.466, -0.943], [1.783, -2.571, 1.093], [0.993, -2.853, -9.368], [2.916, -0.552, -0.407], [-3.277, -1.219, 0.311], [-1.896, -1.290, -3.135], [-1.095, 1.253, -1.894], [2.729, -2.075, -6.814], [0.013, 3.688, -1.886], [-4.940, 1.661, 2.378], [1.727, 4.726, 4.254], [-1.930, -0.758, 3.250], [3.186, -4.043, -0.028], [1.032, 5.267, -3.382], [-0.493, -1.103, -3.309], [1.765, 4.459, -5.226], [0.896, 2.941, -3.990], [2.413, -0.465, 3.732], [-0.262, -1.879, 2.811], [0.117, -3.838, 4.108], [-2.957, 1.965, 4.286], [0.624, 0.832, -1.728], [1.328, 6.282, -3.616], [-1.776, -2.457, 4.557]]}

Record 2
{"formula": "C4HO2Yb", "method": "wB97M-V/def2-TZVPD", "fmax_ev_per_a": 4.04, "charge": 2, "s2": 0.78, "spin_multiplicity": 2, "lumo_energy_ev": [-10.69, -10.69], "gap_ha": [0.233, 0.238], "species": ["H", "C", "O", "Yb", "O", "C", "C", "C"], "positions_angstrom": [[-2.225, 1.903, -0.794], [1.777, 0.245, 0.772], [-2.419, -0.928, -0.486], [-3.540, -2.900, 0.090], [-1.913, 1.648, 0.084], [-0.576, 0.653, -0.330], [-1.714, -0.008, -0.064], [0.652, 0.438, 0.228]]}

Record 3
{"formula": "CHN2O4S", "method": "wB97M-V/def2-TZVPD", "fmax_ev_per_a": 2.76, "charge": -1, "lumo_energy_ev": 3.74, "gap_ha": 0.309, "species": ["N", "O", "O", "O", "O", "N", "C", "H", "S"], "positions_angstrom": [[-0.920, 0.386, -0.702], [-1.997, 1.074, -0.447], [-4.315, 0.114, -0.467], [-0.227, -1.877, -0.401], [0.138, 0.927, 0.148], [-2.281, -1.195, 0.406], [-1.129, -1.073, -0.182], [0.907, 0.890, -0.414], [-3.200, 0.149, 0.483]]}

Record 4
{"formula": "C3H7N2O", "method": "wB97M-V/def2-TZVPD", "fmax_ev_per_a": 2.90, "charge": 1, "s2": 2.03, "spin_multiplicity": 3, "lumo_energy_ev": [-4.87, -7.44], "gap_ha": [0.267, 0.233], "species": ["H", "O", "N", "H", "C", "H", "H", "H", "H", "C", "N", "C", "H"], "positions_angstrom": [[-0.266, -3.050, -2.337], [-0.614, 0.891, 1.874], [-1.142, -0.031, 1.153], [-1.343, -0.839, 1.757], [0.293, -2.129, -2.288], [-0.629, 2.078, 0.173], [1.837, -1.338, 0.587], [0.500, -1.574, -3.187], [0.793, 2.229, 1.269], [-0.292, 2.093, 1.211], [0.775, -1.756, -1.185], [1.046, -1.303, -0.122], [-0.759, 2.911, 1.766]]}

The following energy relative to the best compared isomer or geometry (same formula, charge and spin) values (in kcal/mol) correspond, in order, to the records above: 28.9, 26.0, 41.1, 48.1.